Density functional theory data (ωB97M-V/def2-TZVPD) for C29H30N5O2SbTi as an isolated structure in a non-equilibrium geometry.

The geometry in XYZ format:
```
68
Properties=species:S:1:pos:R:3
Ti 0.052 -0.334 0.304
O -1.138 1.061 -0.421
C -2.354 1.281 0.093
C -2.868 2.577 0.094
C -4.122 2.865 0.611
C -4.904 1.836 1.133
C -4.425 0.545 1.124
C -3.152 0.214 0.607
C -2.738 -1.141 0.607
N -1.502 -1.567 0.217
C -1.244 -2.994 0.292
C 0.218 -3.233 -0.094
N 0.973 -2.207 0.599
C 1.920 -2.444 1.425
C 2.475 -1.434 2.315
C 3.708 -1.702 2.928
C 4.274 -0.822 3.824
C 3.576 0.344 4.147
C 2.348 0.622 3.585
C 1.759 -0.246 2.646
O 0.593 0.063 2.120
H -2.252 3.360 -0.334
H -4.491 3.882 0.601
H -5.885 2.045 1.541
H -5.040 -0.256 1.521
H -3.437 -1.888 0.976
H -1.891 -3.558 -0.390
H -1.414 -3.388 1.304
H 0.343 -3.083 -1.170
H 0.566 -4.238 0.166
H 2.363 -3.442 1.493
H 4.220 -2.626 2.682
H 5.230 -1.037 4.283
H 3.997 1.036 4.866
H 1.797 1.517 3.842
C 0.696 3.917 -1.430
Sb 1.147 3.503 0.625
C 0.062 5.157 1.459
C 3.059 4.516 0.584
H 0.649 4.991 -1.609
H -0.245 3.445 -1.703
H 1.486 3.488 -2.049
H 0.248 6.060 0.878
H 0.378 5.321 2.489
H -1.005 4.937 1.456
H 2.944 5.551 0.261
H 3.724 4.008 -0.117
H 3.524 4.504 1.570
N 10.315 0.221 1.506
C 9.252 0.182 1.071
C 7.923 0.132 0.533
C 6.856 0.661 1.253
C 5.575 0.607 0.742
C 5.348 0.020 -0.500
C 6.411 -0.510 -1.221
C 7.693 -0.453 -0.708
N 4.029 -0.057 -1.018
C 3.609 -0.664 -2.189
C 2.257 -0.548 -2.215
N 1.830 0.125 -1.091
C 2.913 0.407 -0.408
H 7.029 1.111 2.221
H 4.764 1.008 1.333
H 6.252 -0.970 -2.185
H 8.520 -0.864 -1.271
H 4.287 -1.108 -2.893
H 1.567 -0.892 -2.966
H 2.916 0.933 0.532
```

As for the expectation value of S²: 2.04. Its energy above the lowest of the compared OMol25 structures with the same formula, charge and spin is 0.0 kJ/mol. As for the spin multiplicity: 3. As for the HOMO energy (spin up / spin down): -4.84 / -7.35 eV. The calculation puts the orbital gap (spin up / spin down) at 0.1566 / 0.2483 Eh.